C2F3NaS as an isolated structure in a non-equilibrium geometry. Source: the OMol25 dataset; level of theory: wB97M-V/def2-TZVPD.

The geometry in XYZ format:
```
7
Properties=species:S:1:pos:R:3:forces:R:3:lowdin_charge:R:1
Na -0.71660 -0.22091 -0.12528 0.338 0.300 0.195 0.36
F 1.44695 0.09083 1.64773 -1.409 -0.613 -1.136 -0.19
C 1.73610 0.26912 0.18441 1.224 1.561 2.121 -0.32
F 3.13173 0.21709 0.45093 -0.515 -0.532 -1.808 -0.11
F 1.35945 -0.96984 -0.42500 0.777 -0.645 0.758 -0.15
S -4.09738 0.21863 -1.17353 -12.403 -1.630 -6.071 0.42
C -2.86024 0.39507 -0.55927 11.988 1.559 5.941 -1.00
```
Forces are in eV/Å.

Calculated values
max |F| = 13.91 eV/Å
multiplicity = 2
E_LUMO (spin up / spin down) = 2.609 / 2.561 eV
charge = -1

An isolated molecule of C2F4 in a non-equilibrium geometry. Source: the OMol25 dataset; level of theory: wB97M-V/def2-TZVPD.

The geometry in XYZ format:
```
6
Properties=species:S:1:pos:R:3:forces:R:3:lowdin_charge:R:1
F -1.38216 1.11061 -0.02128 0.693 -1.174 0.180 0.12
C -0.65111 -0.02855 0.02672 -1.232 0.988 -0.367 -0.28
F -1.40376 -1.11277 0.00589 0.351 0.286 0.063 0.15
C 0.66120 0.00280 -0.00759 0.283 -0.729 0.160 -0.32
F 1.42409 -1.08332 -0.01589 -0.302 0.342 0.020 0.15
F 1.35174 1.11123 0.01215 0.207 0.288 -0.056 0.17
```
Forces are in eV/Å.

Calculated values
structure (SMILES) = FC(F)=C(F)F
max |F| = 1.62 eV/Å
E_LUMO = 0.791 eV
ΔE to the lowest compared entry with this formula, charge and spin = 0.9 kcal/mol

A 2-piece molecular cluster, C2F4 overall in a non-equilibrium geometry. Source: the OMol25 dataset; level of theory: wB97M-V/def2-TZVPD.

The geometry in XYZ format:
```
6
Properties=species:S:1:pos:R:3:forces:R:3:lowdin_charge:R:1
C -1.29742 -0.26762 0.19405 -0.163 -0.120 -0.655 -0.11
C 1.04170 -0.09636 -0.21208 -0.057 -0.041 0.727 -0.15
F -1.37432 -0.68186 1.45305 -0.087 1.619 -0.915 0.03
F -1.52031 1.06323 0.08508 0.141 -1.512 1.440 -0.01
F 1.51836 1.01759 -0.65576 0.084 0.167 -0.332 0.11
F 1.63199 -1.03497 -0.86435 0.082 -0.112 -0.264 0.12
```
Forces are in eV/Å.

Calculated values
max |F| = 2.09 eV/Å
E_LUMO = -0.671 eV
ΔE to the lowest compared entry with this formula, charge and spin = 74.7 kcal/mol

A 2-piece molecular cluster, C2F4 overall in a non-equilibrium geometry. Source: the OMol25 dataset; level of theory: wB97M-V/def2-TZVPD.

The geometry in XYZ format:
```
6
Properties=species:S:1:pos:R:3:forces:R:3:lowdin_charge:R:1
C 1.59566 0.29682 -0.17799 0.360 -0.108 -0.462 -0.14
C -1.23819 0.42530 -0.73160 -0.586 1.145 -0.698 -0.10
F 1.49865 0.23077 1.10529 -0.096 0.256 0.822 0.07
F 1.59199 -0.95564 -0.53890 0.044 -0.119 -0.365 0.05
F -1.17420 -0.58410 0.05140 -0.536 -0.399 0.574 0.08
F -2.40489 1.01704 -0.50679 0.815 -0.775 0.129 0.05
```
Forces are in eV/Å.

Calculated values
max |F| = 1.46 eV/Å
E_LUMO = -0.332 eV
ΔE to the lowest compared entry with this formula, charge and spin = 72.0 kcal/mol

An isolated molecule of C2F4N2S in a non-equilibrium geometry. Source: the OMol25 dataset; level of theory: wB97M-V/def2-TZVPD.

The geometry in XYZ format:
```
9
Properties=species:S:1:pos:R:3:forces:R:3:lowdin_charge:R:1
C -1.96203 0.55049 -1.38666 -0.851 0.140 -0.057 -0.44
C 1.41104 0.05240 0.62936 -1.093 -0.101 0.295 -0.66
N -2.72640 0.94350 -2.14859 -0.505 0.288 -0.460 0.14
N -1.03986 0.09286 -0.60970 1.555 -0.349 0.968 -0.29
F 2.06388 -0.81975 1.38194 -0.426 0.141 -0.188 0.14
F 1.72363 1.28700 1.01758 -0.301 -0.256 -0.115 0.13
F 1.72167 -0.11178 -0.64131 -0.345 0.011 0.430 0.15
F -0.49525 -1.83220 0.92653 -0.234 1.355 0.146 -0.35
S -0.69669 -0.16252 0.83086 2.201 -1.229 -1.018 1.17
```
Forces are in eV/Å.

Calculated values
max |F| = 2.72 eV/Å
E_LUMO = -1.128 eV
ΔE to the lowest compared entry with this formula, charge and spin = 10.6 kcal/mol

A 2-piece molecular cluster, C2F5NO overall in a non-equilibrium geometry. Source: the OMol25 dataset; level of theory: wB97M-V/def2-TZVPD.

The geometry in XYZ format:
```
9
Properties=species:S:1:pos:R:3:forces:R:3:lowdin_charge:R:1
C -0.27451 1.13469 -1.54956 0.272 -1.965 1.156 -0.27
C -0.13225 -0.04430 0.99187 0.395 2.740 0.234 -0.37
N 0.07245 -1.35443 0.72122 0.206 -2.525 -0.090 0.01
O -0.12395 0.47160 -2.49276 -0.082 0.565 -0.288 0.18
F -0.57049 2.37659 -1.36730 -0.199 0.974 -0.296 0.16
F 0.84088 0.77657 1.42511 -0.682 -0.923 -0.259 0.13
F -1.28522 0.25255 1.57586 0.836 -0.536 -0.269 0.15
F 0.71229 -2.10401 1.82373 -0.558 1.127 -0.607 -0.02
F 1.02321 -1.52084 -0.26307 -0.188 0.545 0.419 0.03
```
Forces are in eV/Å.

Calculated values
max |F| = 2.78 eV/Å
E_LUMO (spin up / spin down) = -1.749 / -1.529 eV
ΔE to the lowest compared entry with this formula, charge and spin = 110.1 kcal/mol

A 2-piece molecular cluster, C2F6IP overall in a non-equilibrium geometry. Source: the OMol25 dataset; level of theory: wB97M-V/def2-TZVPD.

The geometry in XYZ format:
```
10
Properties=species:S:1:pos:R:3:forces:R:3:lowdin_charge:R:1
C -2.33491 1.00896 -0.85785 -0.027 -2.202 0.277 -0.36
C 1.74540 -0.91575 -0.06606 0.011 -1.339 0.428 -1.04
F -1.12324 1.51377 -0.78987 -0.117 0.044 -0.494 0.11
F -2.68087 0.52605 0.31918 -0.340 0.851 0.739 0.12
F -2.44355 -0.06521 -1.66691 0.483 1.310 -0.515 0.10
F 2.92523 -1.43805 -0.44142 0.368 0.107 -0.202 0.05
F 1.23951 -0.27065 -1.09437 -0.509 -0.038 -0.797 0.00
F 0.95552 -2.00234 0.18832 -0.013 0.554 0.027 0.04
P 1.93773 0.10722 1.48226 -0.155 -0.106 0.463 0.50
I 2.37699 2.08468 0.29764 0.298 0.821 0.074 0.47
```
Forces are in eV/Å.

Calculated values
max |F| = 2.22 eV/Å
E_LUMO (spin up / spin down) = -2.073 / -1.216 eV
ΔE to the lowest compared entry with this formula, charge and spin = 0.0 kcal/mol

A 2-piece molecular cluster, C2H10B2N2 overall in a non-equilibrium geometry. Source: the OMol25 dataset; level of theory: wB97M-V/def2-TZVPD.

The geometry in XYZ format:
```
16
Properties=species:S:1:pos:R:3:forces:R:3:lowdin_charge:R:1
B -0.28596 0.91486 -2.55415 -0.426 0.791 -1.510 -0.18
B -1.28878 -1.06586 1.79472 -1.870 -0.622 1.946 -0.32
C 0.68176 -0.25817 -0.61662 1.535 1.231 -0.007 -0.29
C 1.19753 0.32410 0.62989 -3.545 -1.228 3.237 0.09
N -0.24378 0.66356 -1.20096 -2.150 0.200 0.745 -0.02
N -0.28983 -0.22457 2.09807 2.270 0.654 -4.198 0.09
H -1.22621 1.32934 -3.17061 -0.295 0.229 0.689 0.02
H 0.62821 0.81145 -3.32414 0.407 -0.579 0.596 0.03
H -2.15722 -1.41441 2.66560 1.132 0.364 -0.738 0.04
H -1.46892 -1.49328 0.75185 -0.200 -0.374 -1.618 -0.01
H 0.12361 -1.19766 -0.40437 1.289 -0.032 -0.572 0.11
H 1.62603 -0.13812 -1.26961 -1.361 -1.506 0.426 0.16
H 1.98888 -0.08117 1.19444 1.012 -0.558 0.162 0.07
H 0.99162 1.35099 0.79260 0.229 0.907 -0.114 0.08
H -1.05636 0.84886 -0.54887 1.157 -0.323 -1.373 0.15
H 0.05577 -0.07028 2.97898 0.815 0.846 2.328 0.01
```
Forces are in eV/Å.

Calculated values
max |F| = 4.95 eV/Å
E_LUMO = 0.228 eV
ΔE to the lowest compared entry with this formula, charge and spin = 74.7 kcal/mol

C2H10HfN3S as an isolated structure in a non-equilibrium geometry. Source: the OMol25 dataset; level of theory: wB97M-V/def2-TZVPD.

The geometry in XYZ format:
```
17
Properties=species:S:1:pos:R:3:forces:R:3:lowdin_charge:R:1
C -1.93961 0.54962 -1.25025 -0.726 0.433 -0.933 -0.34
Hf -0.01487 0.79495 -0.31020 -1.119 -2.205 2.085 1.48
N 2.23725 0.85723 0.63901 0.869 -0.297 0.094 -0.07
N 0.41324 -1.25868 -1.36967 0.622 -0.724 -0.807 -0.03
H 2.39631 0.05866 1.26395 0.014 0.135 -0.330 0.06
H 0.32485 2.27801 0.47519 0.077 2.213 0.295 -0.16
H -2.76973 0.78856 -0.56894 0.144 0.004 -0.103 0.01
H -2.06697 -0.49959 -1.55310 -0.256 0.191 0.136 -0.02
H -2.10587 1.14210 -2.16657 -0.119 -0.083 0.124 0.00
H 0.51945 -2.04151 -0.71083 0.108 0.383 -0.210 0.09
H 1.21674 -1.27874 -2.00392 -0.069 -0.360 0.171 0.08
H -0.39269 -1.51981 -1.95949 0.419 0.300 0.396 0.07
H 3.03301 0.89363 -0.00502 -0.015 -0.035 0.354 0.06
H 2.33667 1.67599 1.25700 -0.285 -0.309 -0.525 0.06
S -1.63637 -1.48120 3.61203 0.439 0.203 -0.654 0.78
C -0.99994 -0.78564 2.36022 0.074 0.966 -0.803 -0.89
N -0.55157 -0.17348 1.39519 -0.178 -0.814 0.711 -0.17
```
Forces are in eV/Å.

Calculated values
max |F| = 3.23 eV/Å
E_LUMO = -4.472 eV
ΔE to the lowest compared entry with this formula, charge and spin = 0.0 kcal/mol
charge = +1

A 2-piece molecular cluster, C2H10N overall in a non-equilibrium geometry. Source: the OMol25 dataset; level of theory: wB97M-V/def2-TZVPD.

The geometry in XYZ format:
```
13
Properties=species:S:1:pos:R:3:forces:R:3:lowdin_charge:R:1
N -2.58467 1.14145 -1.32102 1.026 0.375 -0.709 0.33
H -2.08815 1.95913 -1.70997 0.069 -0.431 -0.145 0.17
H -3.34078 0.90672 -1.97066 -0.465 0.224 0.554 0.17
H -1.95866 0.32461 -1.31333 0.067 0.302 0.252 0.17
H -2.82150 1.43735 -0.37341 -0.664 -0.480 0.069 0.16
C 1.38266 -1.44715 0.97097 0.400 0.443 -0.322 -0.17
C 1.79325 0.00927 0.72612 -0.439 -0.320 -0.178 -0.18
H 0.39734 -1.67859 0.56359 -0.151 -0.002 0.392 0.05
H 1.49543 -1.70152 2.01636 -0.433 -0.127 0.241 0.06
H 2.07168 -2.09106 0.44045 0.196 -0.205 -0.184 0.06
H 1.17619 0.73807 1.24040 -0.189 -0.004 0.430 0.05
H 2.81684 0.15623 1.06238 0.063 0.188 -0.305 0.07
H 1.66036 0.24550 -0.33189 0.520 0.036 -0.094 0.05
```
Forces are in eV/Å.

Calculated values
max |F| = 1.30 eV/Å
E_LUMO = -4.774 eV
ΔE to the lowest compared entry with this formula, charge and spin = 9.0 kcal/mol
charge = +1